Arrangement A

Formula: CH6OSi
Source: the Open Molecules 2025 dataset
Level of theory: ωB97M-V/def2-TZVPD

HOMO-LUMO gap, eV: 10.368
E_LUMO, eV: 0.590
E_HOMO, eV: -9.78

Geometry as XYZ:
```
9
CH6OSi (ωB97M-V/def2-TZVPD)
H 0.79829 -1.24602 -2.04768
Si 0.05494 -0.35672 -1.35864
H -0.97329 0.29153 1.30924
H -1.34561 -1.09675 -1.51203
C 0.07185 0.43222 1.46140
O 0.69702 -0.46798 0.57340
H 0.45826 0.04128 2.34344
H 0.43570 1.42554 1.15434
H -0.19717 0.97690 -1.92347
```

Arrangement B

Formula: CH6OSi
Source: the Open Molecules 2025 dataset
Level of theory: ωB97M-V/def2-TZVPD

HOMO-LUMO gap, eV: 8.529
E_LUMO, eV: 0.264
E_HOMO, eV: -8.26

Geometry as XYZ:
```
9
CH6OSi (ωB97M-V/def2-TZVPD)
H -0.34527 0.45282 -2.56078
H 0.28544 2.06682 -0.41708
C 0.37250 1.13472 -0.94020
H 0.07995 -1.95846 1.41753
O -0.26829 1.28787 -2.05623
H -0.10281 -0.99097 -0.70191
H -0.43057 0.60185 1.35873
H 1.54379 -0.01594 0.71911
Si 0.25464 -0.67928 0.72172
```

Top of the stability list: arrangement A, leading by 2.963 eV.